An isolated ion of composition C6H7N2O2S and charge -1 in a non-equilibrium geometry. Source: the OMol25 dataset; level of theory: the ωB97M-V functional and the def2-TZVPD basis.

Last column: Mulliken spin population.
Geometry (Å):
S (2.0004, 0.7180, -1.1542)  0.159
O (-1.6504, 0.8577, 1.6864)  0.048
O (-2.1416, 2.1300, -0.0664)  0.069
N (-1.2804, -0.9852, -0.6143)  0.038
N (-2.6762, -1.0408, -0.7804)  0.006
C (2.6266, -0.3155, 1.0436)  -0.050
C (0.7243, 0.1316, -0.1359)  0.571
C (-0.6926, 0.3111, -0.5345)  0.009
C (-1.5881, 1.2343, 0.5155)  0.090
C (3.2039, 0.1714, -0.0638)  0.557
C (1.2012, -0.3944, 1.0786)  0.428
H (0.8573, -0.8916, 1.9465)  0.044
H (4.2519, 0.4235, -0.4077)  0.010
H (3.2124, -0.6900, 1.8769)  -0.002
H (-3.1354, -0.7751, 0.0481)  0.002
H (-3.0408, -0.2427, -1.5707)  0.001
H (-0.9805, -1.4749, -1.3880)  0.008
H (-0.8920, 0.8326, -1.4796)  0.011

Properties
Relative energy (zero: lowest compared OMol25 entry of this formula, charge and spin) in kJ/mol: 335.9
Frontier orbital gap (spin up / spin down) in eV: 4.33 / 5.92
Charge: -1
Lowest unoccupied orbital energy (spin up / spin down) in eV: 3.103 / 1.319
E in Ha: -890.87628
<S²>: 2.020
Spin multiplicity: 3